1.
{"formula": "C2H4NO2", "method": "the ωB97M-V functional and the def2-TZVPD basis", "species": ["C", "C", "N", "O", "O", "H", "H", "H", "H"], "coordinates": [[0.6454, -0.0514, -0.9004], [0.0016, 0.2273, 1.2199], [-0.3629, 0.0896, -1.7446], [-0.6633, 1.3325, -2.0628], [-0.5273, -0.7636, 1.7247], [1.3780, 0.6486, -0.6585], [1.0255, -1.0971, -0.9491], [0.9972, 0.6491, 1.3543], [-0.6507, 1.1349, 0.9201]], "multiplicity": 1, "orbital_gap_ev": [7.48, 7.48], "homo_energy_ha": [-0.115, -0.115], "relative_energy_kj_mol": 446.9, "total_charge": -1, "lumo_energy_ev": [4.33, 4.33]}



2.
{"formula": "C2H4NO2", "method": "the ωB97M-V functional and the def2-TZVPD basis", "species": ["C", "C", "N", "O", "O", "H", "H", "H", "H"], "coordinates": [[1.7033, -0.3926, 0.0595], [-0.8526, -0.2374, -0.0799], [-1.5849, 0.7945, -0.0851], [-0.6833, -1.3629, -0.2105], [0.7505, 0.3955, -0.0309], [2.6760, 0.0183, -0.1444], [1.7216, -1.4850, 0.3859], [-2.6403, 0.6243, 0.0714], [-1.0902, 1.6454, 0.0340]], "multiplicity": 1, "orbital_gap_ev": 11.20, "homo_energy_ha": -0.623, "relative_energy_kj_mol": 97.2, "total_charge": 1, "lumo_energy_ev": -5.75}



3.
{"formula": "C2H4NO2", "method": "the ωB97M-V functional and the def2-TZVPD basis", "species": ["C", "C", "N", "O", "O", "H", "H", "H", "H"], "coordinates": [[-0.6288, 0.1964, -0.3217], [-0.0038, -0.9325, 0.4109], [0.6421, 0.8480, -0.0670], [1.1730, 2.0898, -0.6276], [1.2622, -0.0883, 0.5067], [-0.6843, 0.2969, -1.4170], [-1.5796, 0.4730, 0.1246], [-0.3770, -1.0312, 1.3903], [0.1963, -1.8521, 0.0007]], "multiplicity": 1, "orbital_gap_ev": [10.21, 9.51], "homo_energy_ha": [-0.668, -0.644], "relative_energy_kj_mol": 647.1, "total_charge": 1, "lumo_energy_ev": [-7.98, -8.02]}



4.
{"formula": "C2H4NO2", "method": "the ωB97M-V functional and the def2-TZVPD basis", "species": ["C", "C", "N", "O", "O", "H", "H", "H", "H"], "coordinates": [[-0.0664, 0.7358, 0.0107], [-1.0679, -0.2112, -0.1870], [1.4842, -0.1224, 0.1494], [1.6505, -1.2347, -0.1241], [0.0526, 1.8825, 0.2343], [2.2014, 0.4777, 0.6066], [-1.8241, -0.2512, 0.5989], [-0.5406, -1.1936, -0.2326], [-1.8897, -0.0828, -1.0563]], "multiplicity": 3, "orbital_gap_ev": [10.51, 9.57], "homo_energy_ha": [-0.579, -0.693], "relative_energy_kj_mol": 161.7, "total_charge": 1, "lumo_energy_ev": [-5.25, -9.28]}



Which of these has the highest multiplicity? number 4